# 1
A structure of composition C32H29N3OPPtS3SbSe4 in a non-equilibrium geometry, computed with ωB97M-V with the def2-TZVPD basis set.

Values from the calculation:
Charge = -2
Total energy = -12977.687208 Eh
Energy relative to the best compared isomer or geometry (same formula, charge and spin) = 3.143 eV
E_LUMO = 0.125 Eh

Positions of all 75 atoms, in Å:
Pt: -1.95394 -0.84307 -0.58550
Se: -6.78720 -1.89906 1.55079
Sb: -4.74229 -2.83769 0.61806
Se: -2.76502 -1.37357 1.48065
Se: -4.04657 -1.05895 -1.67383
Se: -4.38556 -5.13568 1.47306
C: -0.60561 2.98215 -1.30997
C: -1.93442 2.46996 -1.85430
C: -2.90006 2.19725 -0.70430
C: -1.76745 1.23739 -2.76825
C: -0.96903 1.52869 -4.05485
O: 0.02599 0.52919 -4.11451
C: -0.10197 -0.25538 -2.99460
N: -1.06237 0.10732 -2.19765
C: 0.82658 -1.33956 -2.89273
C: 1.73367 -1.51061 -3.96259
C: 2.67442 -2.50621 -3.96317
C: 2.75881 -3.38918 -2.88613
C: 1.87530 -3.25458 -1.83723
C: 0.91236 -2.25003 -1.81117
P: -0.17363 -2.26927 -0.36065
C: 0.95960 -2.35213 1.04278
C: 2.23570 -1.79998 0.96867
C: 3.02064 -1.72488 2.10251
C: 2.53318 -2.17843 3.31785
C: 1.26838 -2.73858 3.39241
C: 0.47789 -2.82426 2.26257
C: -0.87846 -3.94392 -0.50304
C: -0.38725 -5.06426 0.15864
C: -0.99424 -6.29280 -0.03417
C: -2.06893 -6.41890 -0.89671
C: -2.54265 -5.31245 -1.58240
C: -1.95210 -4.07972 -1.38135
H: -0.77390 3.83259 -0.65234
H: 0.07130 3.29539 -2.10406
H: -0.12052 2.20592 -0.72398
H: -2.38243 3.24370 -2.49604
H: -2.52930 1.37383 -0.07266
H: -3.89442 1.93987 -1.07159
H: -2.98703 3.07393 -0.06370
H: -2.78584 0.90031 -3.03492
H: -0.47748 2.50725 -4.03748
H: -1.59126 1.45978 -4.95247
H: 1.67033 -0.82557 -4.79308
H: 3.35296 -2.60637 -4.79903
H: 3.50255 -4.17177 -2.87667
H: 1.92371 -3.94025 -1.00052
H: 2.60155 -1.41177 0.02616
H: 4.00339 -1.27784 2.04319
H: 3.13241 -2.06610 4.21065
H: 0.88762 -3.09674 4.33774
H: -0.52263 -3.23553 2.32823
H: 0.45170 -4.97284 0.83575
H: -0.64081 -7.14816 0.52181
H: -2.55891 -7.37380 -1.01370
H: -3.39440 -5.40656 -2.24322
H: -2.32712 -3.19837 -1.90085
S: 4.28824 3.40751 3.61865
C: 2.85116 2.96906 2.92779
S: 2.52197 1.29599 2.55116
C: 0.88872 1.79051 1.91440
N: 0.73587 3.06348 2.00695
N: 1.78554 3.73016 2.56512
C: 1.59941 5.10874 2.75118
C: 0.34727 5.64118 2.42926
C: 0.08725 6.98341 2.61698
C: 1.06251 7.82253 3.13041
C: 2.30956 7.30417 3.42969
C: 2.58717 5.96319 3.23823
S: -0.17674 0.65528 1.35917
H: -0.40639 4.97785 2.03842
H: -0.88728 7.37727 2.36455
H: 0.85552 8.87019 3.29465
H: 3.08628 7.94737 3.82005
H: 3.56871 5.59239 3.47723

# 2
A cluster of 2 separate species, C32H29NO7 in total in a non-equilibrium geometry, computed with ωB97M-V with the def2-TZVPD basis set.

Values from the calculation:
Charge = 0
Total energy = -1818.044614 Eh
E_LUMO = -0.107 Eh

Positions of all 69 atoms, in Å:
C: -3.53893 3.49478 4.59609
C: -4.21515 2.84800 3.55698
C: -4.26133 1.45534 3.51807
C: -3.55279 0.73617 4.48062
O: -3.24470 -0.62137 4.33494
C: -2.63840 -1.05882 3.15926
C: -1.31864 -1.52764 3.24093
C: -0.58788 -1.63216 2.07934
C: -1.17571 -1.41939 0.79448
C: -0.34375 -1.50925 -0.35560
C: -0.76308 -1.71212 -1.70014
C: 0.01286 -2.60325 -2.49561
C: -0.43723 -3.00879 -3.73950
C: -1.66011 -2.53152 -4.24328
C: -2.41020 -1.61093 -3.49573
C: -1.92493 -1.14158 -2.28366
C: -2.57659 -1.19160 0.76573
C: -3.29449 -0.97389 1.92944
C: -3.00570 1.36320 5.60207
C: -2.93130 2.74865 5.61248
H: -3.49968 4.58240 4.61852
H: -4.71665 3.41987 2.77218
H: -4.82088 0.94203 2.73992
H: -0.89025 -1.72106 4.22446
H: 0.46259 -1.92776 2.13165
H: 0.66746 -1.81958 -0.14199
H: 0.95205 -2.98488 -2.08217
H: 0.15496 -3.71734 -4.32431
H: -2.03496 -2.88671 -5.19966
H: -3.37940 -1.25973 -3.85574
H: -2.43838 -0.33308 -1.75663
H: -3.10474 -1.19901 -0.18070
H: -4.35103 -0.72480 1.88326
H: -2.58923 0.74126 6.39128
H: -2.41313 3.24597 6.43372
C: -1.72997 2.43532 -0.41957
C: -0.63865 2.26142 -1.43636
O: 0.19584 1.18260 -0.98315
C: 1.29574 1.05684 -1.76318
C: 2.21546 0.01985 -1.31571
C: 2.33773 -0.25392 0.12050
O: 2.63857 -1.37485 0.55826
O: 1.99891 0.78061 0.92236
C: 2.16668 0.64875 2.37897
C: 1.15841 1.60392 2.97609
C: 3.18930 -0.47463 -2.24079
C: 4.40021 -1.11360 -1.81108
C: 5.41579 -1.43227 -2.69966
C: 5.22463 -1.23139 -4.08396
N: 6.32093 -1.42541 -4.98588
O: 6.14608 -1.16575 -6.20125
O: 7.41537 -1.82788 -4.52210
C: 4.00215 -0.72033 -4.56477
C: 3.02119 -0.33783 -3.66586
O: 1.45357 1.80515 -2.72073
H: -2.32196 3.31911 -0.67809
H: -2.40300 1.57095 -0.39561
H: -1.31523 2.57668 0.58529
H: -1.03694 2.00772 -2.42701
H: -0.02946 3.16674 -1.51901
H: 1.98316 -0.39263 2.68106
H: 3.20151 0.93964 2.62123
H: 1.17218 1.57503 4.07011
H: 1.38743 2.63506 2.66629
H: 0.13981 1.36471 2.64667
H: 4.52082 -1.35268 -0.75710
H: 6.37067 -1.81982 -2.35211
H: 3.85992 -0.59562 -5.63741
H: 2.11243 0.10710 -4.05718